The following is a quantum chemistry calculation of a molecular structure, C28H26CoN7PSSe2, from the OMol25 dataset.

Output
ΔE to the lowest compared entry with this formula, charge and spin	0.0	kcal per mole
2S+1	2
charge	0
E	-228334.9587	eV
frontier orbital gap (alpha / beta)	7.33 / 7.35	eV

Last column: Löwdin charge in e.
Element x y z (Å)
1 Co -0.4425 0.2776 0.2832  0.084
2 Se -0.7773 -0.4841 -2.0314  0.437
3 P 0.4616 -2.2046 -1.5682  0.161
4 Se 1.7832 -1.8394 0.0719  0.312
5 C 1.3309 -2.7195 -3.0812  -0.393
6 C 2.6965 -2.9667 -3.0714  -0.107
7 C 3.3331 -3.3865 -4.2324  -0.081
8 C 2.6074 -3.5596 -5.4002  -0.085
9 C 1.2406 -3.3082 -5.4126  -0.078
10 C 0.6033 -2.8872 -4.2579  -0.102
11 C -0.6116 -3.6349 -1.1873  -0.406
12 C -1.8587 -3.7600 -1.7948  -0.126
13 C -2.6757 -4.8392 -1.4927  -0.079
14 C -2.2526 -5.7999 -0.5831  -0.085
15 C -1.0088 -5.6808 0.0199  -0.077
16 C -0.1897 -4.6012 -0.2797  -0.110
17 H 3.2545 -2.8236 -2.1545  0.054
18 H 4.3989 -3.5755 -4.2216  0.103
19 H 3.1050 -3.8860 -6.3044  0.102
20 H 0.6723 -3.4351 -6.3249  0.104
21 H -0.4588 -2.6745 -4.2757  0.089
22 H -2.2045 -2.9924 -2.4763  0.070
23 H -3.6470 -4.9258 -1.9629  0.104
24 H -2.8952 -6.6370 -0.3411  0.103
25 H -0.6774 -6.4227 0.7351  0.106
26 H 0.7693 -4.4898 0.2097  0.062
27 N -4.1552 -3.9610 4.5090  0.109
28 C -2.8598 -3.6915 4.7037  -0.841
29 S -1.9743 -4.3241 5.9404  0.653
30 C -2.2474 -2.7920 3.6815  -0.229
31 C -1.2731 -1.8657 4.0417  -0.015
32 C -0.7503 -1.0328 3.0746  -0.103
33 N -1.1214 -1.0808 1.7909  0.014
34 C -2.0312 -1.9877 1.4445  -0.115
35 C -2.6221 -2.8546 2.3490  0.005
36 H -4.6218 -4.5367 5.1906  0.102
37 H -4.7311 -3.4246 3.8730  0.055
38 H -0.9427 -1.8019 5.0687  0.098
39 H -0.0096 -0.2866 3.3288  0.099
40 H -2.3078 -2.0083 0.3991  0.097
41 H -3.3515 -3.5719 1.9957  0.124
42 N 4.6400 1.3861 3.9919  0.170
43 C 3.6993 1.1418 3.0629  -0.496
44 N 3.9760 0.2793 2.0791  0.193
45 N 2.5496 1.7867 3.1866  0.116
46 C 1.6592 1.5259 2.2603  -0.298
47 N 0.8824 1.2878 1.4373  0.151
48 H 5.4872 0.8530 4.0440  0.110
49 H 4.3835 1.9757 4.7631  0.115
50 H 4.8849 -0.1366 1.9843  0.118
51 H 3.3133 0.1190 1.3298  0.023
52 C -1.7596 1.7844 0.1625  -0.194
53 C -2.9405 1.1666 0.7599  -0.309
54 C -3.1432 1.2221 2.1503  -0.048
55 C -4.1165 0.4694 2.7664  -0.035
56 C -4.9473 -0.3518 1.9998  -0.257
57 C -4.8305 -0.3486 0.6077  -0.035
58 C -3.8484 0.4072 0.0018  -0.054
59 C -5.8207 -1.2779 2.6499  -0.189
60 N -6.4834 -2.0802 3.1454  0.146
61 H -1.3659 2.6096 0.7536  0.055
62 H -1.8921 2.0815 -0.8767  0.046
63 H -2.4781 1.8330 2.7497  0.118
64 H -4.2231 0.4826 3.8439  0.121
65 H -5.4900 -0.9687 0.0138  0.120
66 H -3.7348 0.3753 -1.0746  0.100


The following is a quantum chemistry calculation of a molecular structure, C53H45BrCaCl3IN7OPS2Se, from the OMol25 dataset.

Output
ΔE to the lowest compared entry with this formula, charge and spin	14.4	kcal per mole
charge	0
E	-298626.4890	eV
frontier orbital gap	6.43	eV

Last column: Löwdin charge in e.
Element x y z (Å)
1 Ca 0.4349 1.0118 0.5284  0.981
2 C -4.3948 1.6087 1.7425  -0.007
3 C -3.1637 1.0878 1.0568  -0.267
4 N -2.4463 1.6997 0.1919  0.073
5 N -2.7655 2.9661 -0.1578  -0.034
6 C -2.0700 3.6344 -1.1342  -0.896
7 N -2.1830 4.9811 -1.0101  0.104
8 S -1.2517 2.9041 -2.3641  0.716
9 C -2.7241 -0.2985 1.3868  -0.267
10 C -3.6272 -1.2577 1.8226  -0.009
11 C -3.1614 -2.5324 2.1114  -0.042
12 C -1.8140 -2.8056 1.9633  -0.034
13 C -0.9767 -1.7859 1.5333  -0.134
14 N -1.4211 -0.5607 1.2533  0.011
15 H -4.4863 2.6919 1.7170  0.070
16 H -4.3891 1.3053 2.7891  0.093
17 H -5.2936 1.1979 1.2767  0.097
18 H -3.3576 3.5115 0.4507  0.123
19 H -2.1998 5.3684 -0.0766  0.085
20 H -1.6397 5.5039 -1.6773  0.092
21 H -4.6752 -1.0174 1.9335  0.111
22 H -3.8463 -3.2968 2.4550  0.113
23 H -1.4030 -3.7793 2.1916  0.112
24 H 0.0947 -1.9389 1.4415  0.039
25 C 6.7387 5.4051 1.6541  -0.092
26 C 6.2330 4.6232 2.6821  -0.087
27 C 5.1188 3.8257 2.4619  -0.101
28 C 4.4903 3.8120 1.2187  -0.379
29 C 5.0080 4.5983 0.1911  -0.088
30 C 6.1270 5.3886 0.4074  -0.084
31 P 2.9859 2.7854 1.0502  1.032
32 C 2.9813 2.4726 -0.7585  -0.418
33 C 3.8747 1.5039 -1.2321  -0.108
34 C 3.9861 1.2561 -2.5896  -0.097
35 C 3.1732 1.9374 -3.4912  -0.098
36 C 2.2478 2.8581 -3.0278  -0.103
37 C 2.1576 3.1328 -1.6669  -0.127
38 C 1.5940 3.9444 1.2920  -0.455
39 C 1.7642 5.2994 1.5678  -0.093
40 C 0.6805 6.0603 1.9866  -0.102
41 C -0.5499 5.4417 2.1519  -0.130
42 C -0.6975 4.0941 1.8286  -0.238
43 C 0.3453 3.2793 1.3609  -0.314
44 H 7.6119 6.0227 1.8213  0.100
45 H 6.7116 4.6258 3.6531  0.101
46 H 4.7311 3.2019 3.2591  0.100
47 H 4.5351 4.5905 -0.7839  0.105
48 H 6.5227 5.9940 -0.3984  0.102
49 H 4.4845 0.9554 -0.5224  0.097
50 H 4.6974 0.5217 -2.9473  0.106
51 H 3.2522 1.7342 -4.5519  0.105
52 H 1.5932 3.3717 -3.7206  0.092
53 H 1.4455 3.8682 -1.3112  0.083
54 H 2.7433 5.7592 1.4909  0.096
55 H 0.8068 7.1103 2.2204  0.096
56 H -1.3861 6.0067 2.5544  0.094
57 H -1.6788 3.6523 2.0110  0.055
58 Cl -8.8833 -3.4335 -4.2014  0.682
59 C -7.1734 -3.1723 -4.0886  -0.665
60 C -6.5393 -3.2906 -2.8652  -0.097
61 C -5.1709 -3.0830 -2.8065  -0.020
62 C -4.4175 -2.7555 -3.9301  -0.181
63 C -2.9251 -2.5485 -3.7649  -0.307
64 C -2.5018 -1.0957 -3.9718  -0.060
65 N -1.2632 -0.7758 -3.2908  -0.050
66 C 0.0303 -0.9243 -3.7394  -0.033
67 C 0.8268 -0.5083 -2.7164  -0.121
68 N 0.0506 -0.1261 -1.6453  -0.036
69 C -1.1916 -0.3178 -2.0291  -0.245
70 O -2.1749 -3.3612 -4.6406  -0.110
71 C -1.8301 -4.6290 -4.0823  -0.147
72 C -0.6842 -4.5201 -3.1298  -0.325
73 C 0.6230 -4.4861 -3.5151  -0.976
74 Cl 1.2110 -4.5916 -5.1260  0.669
75 S 1.7047 -4.2862 -2.2072  1.022
76 C 0.4065 -4.2191 -1.0965  -0.377
77 C -0.7938 -4.3630 -1.7157  -0.145
78 C -5.0962 -2.6389 -5.1420  -0.565
79 Cl -4.2691 -2.2107 -6.6066  0.755
80 C -6.4632 -2.8483 -5.2312  -0.125
81 H -7.1047 -3.5498 -1.9814  0.107
82 H -4.6627 -3.1842 -1.8539  0.116
83 H -2.6836 -2.8051 -2.7266  0.129
84 H -3.2688 -0.4256 -3.5816  0.144
85 H -2.3826 -0.9024 -5.0356  0.116
86 H 0.2502 -1.3004 -4.7233  0.125
87 H 1.9008 -0.4504 -2.6800  0.095
88 H -2.0687 -0.0711 -1.4552  0.103
89 H -1.5716 -5.2608 -4.9302  0.121
90 H -2.7021 -5.0651 -3.5832  0.134
91 H 0.6124 -4.0933 -0.0456  0.050
92 H -1.7369 -4.3736 -1.1845  0.107
93 H -6.9651 -2.7542 -6.1832  0.106
94 Se 2.5636 -0.7753 1.9162  0.521
95 C 2.8666 -2.6087 1.5316  -0.709
96 C 3.7810 -3.0219 0.5609  -0.143
97 C 3.9955 -4.3748 0.3537  -0.201
98 N 3.3681 -5.3470 1.0178  0.043
99 C 2.5008 -4.9524 1.9495  -0.182
100 C 2.2239 -3.6264 2.2431  -0.157
101 H 4.3237 -2.2869 -0.0197  0.090
102 H 4.7117 -4.6992 -0.3952  0.100
103 H 2.0005 -5.7449 2.4985  0.099
104 H 1.5243 -3.3760 3.0319  0.090
105 Br -2.0181 -0.9213 6.7629  0.686
106 C -0.1433 -0.8706 6.5017  -0.744
107 C 0.6370 -1.7091 7.2853  -0.143
108 C 2.0125 -1.7245 7.1197  -0.081
109 C 2.6077 -0.9049 6.1735  -0.074
110 C 1.8294 -0.0638 5.3956  -0.188
111 C 0.4504 -0.0417 5.5577  -0.733
112 I -0.6404 1.2391 4.3265  0.982
113 H 0.1608 -2.3470 8.0167  0.096
114 H 2.6148 -2.3851 7.7291  0.106
115 H 3.6782 -0.9256 6.0203  0.111
116 H 2.2909 0.5575 4.6422  0.056


The following is a quantum chemistry calculation of 3 unconnected molecules or ions with the total composition C2H6N2O3 in a non-equilibrium geometry, from the OMol25 dataset.

Output
ΔE to the lowest compared entry with this formula, charge and spin	64.4	kcal per mole
charge	0
E	-11292.5328	eV
frontier orbital gap	8.94	eV

Last column: Löwdin charge in e.
Element x y z (Å)
1 C 0.6052 -2.3936 -0.0225  -0.492
2 C 3.1011 -0.0603 -0.1347  -0.278
3 N 2.3837 1.0593 -0.1735  0.088
4 N -3.1658 -0.8013 -0.0148  0.037
5 O 0.0733 -1.3920 -0.0490  0.183
6 O 1.1164 -3.3926 -0.1186  0.233
7 O 4.3697 -0.1735 0.2380  -0.012
8 H 2.6040 1.8743 0.3572  0.084
9 H 1.5081 1.0627 -0.6086  0.062
10 H -3.6108 -1.2146 -0.7733  -0.023
11 H -3.3264 -1.1983 0.8908  0.004
12 H -2.3552 -0.2345 -0.1326  -0.013
13 H 4.7709 0.6961 0.6134  0.127


Which of these has the lowest E?
C53H45BrCaCl3IN7OPS2Se